Entry 1:
Below is a molecular structure, C23H41BrP2Sm, with properties calculated with ωB97M-V with the def2-TZVPD basis set.

Results
- Kohn-Sham gap (spin up / spin down): 7.67 / 7.99 eV
- Expectation value of S²: 8.772
- LUMO (spin up / spin down): -3.2 / -2.8 eV

```
! RIJCOSX wB97M-V def2-TZVPD def2/J DEFGRID3
* xyz 1 6
Sm -1.794 -0.844 1.051
C -3.655 1.047 0.975
C -3.497 0.604 -0.379
C -4.381 -1.152 0.855
C -4.203 -0.036 1.736
C -3.944 -0.757 -0.452
C -3.427 2.428 1.477
H -2.606 2.918 0.942
H -3.166 2.433 2.541
H -4.329 3.053 1.350
C -4.542 -0.043 3.186
H -4.457 0.969 3.607
H -3.867 -0.708 3.756
H -5.572 -0.404 3.339
C -4.900 -2.481 1.265
H -5.897 -2.383 1.723
H -4.250 -2.969 2.009
H -4.983 -3.154 0.403
C -4.047 -1.578 -1.687
H -5.050 -1.470 -2.138
H -3.885 -2.644 -1.482
H -3.305 -1.275 -2.437
C -3.150 1.465 -1.542
H -4.065 1.862 -2.020
H -2.586 0.900 -2.298
H -2.522 2.313 -1.237
C 4.198 0.799 0.804
C 3.667 1.899 0.231
C 4.056 2.414 -1.129
C 4.201 1.326 -2.212
C 3.244 0.196 -2.036
C 3.521 -1.008 -1.486
C 4.682 -1.302 -0.601
C 5.233 -0.110 0.230
H 5.006 2.978 -1.068
H 5.247 0.993 -2.283
H 3.310 3.154 -1.461
H 6.008 0.415 -0.353
H 4.064 0.635 1.874
H 3.112 2.620 0.847
H 5.769 -0.558 1.088
H 4.398 -2.106 0.099
H 2.975 -1.898 -1.813
H 5.514 -1.713 -1.202
H 3.970 1.801 -3.183
H 2.273 0.391 -2.497
P 0.342 0.889 1.309
C 1.451 1.157 2.718
C 0.461 2.251 0.111
P 0.108 -1.623 -0.826
C 1.170 -0.491 0.309
C 0.328 -1.214 -2.584
C 0.857 -3.286 -0.737
H 1.331 0.332 3.439
H 1.203 2.105 3.214
H 2.488 1.182 2.370
H 1.390 2.186 -0.474
H 0.444 3.202 0.659
H -0.395 2.219 -0.579
H 1.941 -3.266 -0.915
H 0.367 -3.900 -1.509
H 0.647 -3.733 0.246
H 1.773 -1.119 0.979
H 1.886 0.062 -0.306
H -0.290 -1.938 -3.143
H 1.369 -1.312 -2.918
H -0.049 -0.202 -2.792
Br -1.194 -2.526 3.034
*
```

These are the Löwdin partial charges, in e, on atoms 1 to 4:
1 Sm 1.030
2 C -0.329
3 C -0.334
4 C -0.336

Entry 2:
Below is a molecular structure, C16H12AuN3O2Se3Te, with properties calculated with ωB97M-V with the def2-TZVPD basis set.

Results
- Kohn-Sham gap: 4.24 eV
- LUMO: 4.0 eV

```
! RIJCOSX wB97M-V def2-TZVPD def2/J DEFGRID3
* xyz -2 1
Au 2.315 1.527 -3.599
C 2.067 -2.085 4.079
O 1.496 -0.792 3.973
C 0.293 -0.717 3.339
C -0.596 -1.772 3.239
C -1.800 -1.603 2.539
C -2.113 -0.410 1.910
C -1.223 0.662 2.073
C -0.042 0.512 2.785
N -3.413 -0.272 1.290
N -3.586 0.443 0.259
C -2.552 0.847 -0.599
C -2.753 2.107 -1.191
C -1.810 2.760 -1.944
C -0.542 2.156 -2.231
O 0.387 2.771 -2.759
C -0.428 0.707 -1.858
N 0.606 0.039 -2.411
C 0.768 -1.239 -2.161
C -0.149 -1.959 -1.383
C -1.225 -1.309 -0.837
C -1.389 0.084 -1.027
H 3.104 -1.943 4.363
H 2.024 -2.618 3.124
H 1.573 -2.693 4.844
H -0.371 -2.730 3.693
H -2.504 -2.430 2.461
H -1.467 1.622 1.632
H 0.650 1.344 2.899
H -3.681 2.615 -0.934
H -1.978 3.773 -2.302
H 1.629 -1.716 -2.627
H -0.021 -3.025 -1.244
H -1.968 -1.867 -0.292
Se 4.057 -0.274 -3.857
Se 5.883 0.582 -5.000
Te 5.511 3.157 -5.530
Se 3.247 3.741 -4.717
*
```

These are the Löwdin partial charges, in e, on atoms 1 to 4:
1 Au 0.156
2 C -0.097
3 O -0.094
4 C -0.315

Entry 3:
Below is 15 unconnected molecules or ions with the total composition C5H43N2O14, with properties calculated with ωB97M-V with the def2-TZVPD basis set.

Results
- Kohn-Sham gap: 7.73 eV
- LUMO: -2.7 eV

```
! RIJCOSX wB97M-V def2-TZVPD def2/J DEFGRID3
* xyz 1 1
C 0.292 2.623 -0.737
C -0.236 2.219 -2.108
C 0.316 0.882 -2.691
C -0.391 0.339 -3.955
C -1.142 -0.990 -3.852
N -0.270 -2.134 -3.780
N 0.060 1.763 0.496
H -0.288 3.527 -0.454
H 1.346 2.855 -0.690
H -0.029 3.071 -2.754
H -1.330 2.090 -2.123
H 1.320 1.093 -3.078
H 0.494 0.174 -1.868
H 0.430 0.166 -4.656
H -1.076 1.080 -4.379
H -1.808 -0.953 -3.004
H -1.763 -1.068 -4.752
H -0.005 -2.493 -2.889
H 0.421 -2.106 -4.506
H -0.860 1.300 0.411
H 0.018 2.333 1.354
H 0.619 0.919 0.427
H 2.684 -1.777 -3.327
H 4.105 -1.141 -3.447
O 3.185 -1.046 -3.703
H 1.952 -0.253 2.761
H 2.615 1.103 3.100
O 1.785 0.620 3.106
H -3.285 0.261 -0.159
H -2.980 0.285 1.378
O -2.589 0.242 0.502
H 2.404 -3.095 2.695
H 3.325 -2.169 1.739
O 2.563 -2.243 2.305
H 4.287 1.036 -0.381
H 2.849 0.773 -0.909
O 3.386 1.342 -0.354
H 0.867 5.024 2.370
H -0.203 4.438 3.328
O 0.225 4.323 2.481
H -0.967 -1.188 1.836
H 0.271 -1.407 2.608
O -0.033 -1.371 1.692
H 1.199 -3.740 -1.800
H 2.621 -3.875 -2.322
O 1.967 -3.222 -2.058
H -2.457 3.985 0.059
H -2.866 3.793 1.505
O -3.109 4.258 0.706
H 0.232 -0.720 5.271
H -0.486 -2.019 4.850
O -0.558 -1.061 4.835
H -0.964 -2.567 -0.616
H -1.086 -1.011 -0.673
O -1.365 -1.833 -1.081
H 0.201 -4.886 0.869
H 0.578 -3.404 1.163
O 0.439 -4.051 0.466
H -1.458 1.826 3.262
H -1.655 3.373 3.268
O -1.607 2.602 2.708
H -3.875 -2.566 2.048
H -3.228 -2.218 0.625
O -3.547 -1.878 1.468
*
```

These are the Löwdin partial charges, in e, on atoms 1 to 4:
1 C -0.144
2 C -0.167
3 C -0.194
4 C -0.182

Entry 4:
Below is 2 unconnected molecules or ions with the total composition C6H14NO, with properties calculated with ωB97M-V with the def2-TZVPD basis set.

Results
- Kohn-Sham gap: 5.62 eV
- LUMO: 4.1 eV

```
! RIJCOSX wB97M-V def2-TZVPD def2/J DEFGRID3
* xyz -1 1
C -2.741 0.985 0.518
O -3.070 1.996 -0.108
C -1.052 -0.618 -0.292
C 0.356 -0.631 -0.658
C 1.233 0.391 0.043
C 1.557 -0.325 1.432
C 2.644 0.642 -0.531
N -1.979 -1.398 -1.113
H -3.366 0.080 0.503
H -2.277 1.128 1.520
H -1.152 -1.009 0.729
H -1.529 0.501 -0.258
H 0.588 -0.689 -1.711
H 0.796 1.393 0.166
H 2.329 0.190 2.018
H 1.809 -1.353 1.205
H 0.597 -0.282 1.953
H 3.216 1.181 0.218
H 3.080 -0.300 -0.853
H 2.550 1.333 -1.379
H -1.530 -2.271 -1.381
H -2.058 -0.945 -2.021
*
```

These are the Löwdin partial charges, in e, on atoms 1 to 4:
1 C -0.340
2 O -0.150
3 C -0.418
4 C -0.229

The records above give, respectively, DFT total energy values of -131035.482, -232377.497, -37522.552, -9983.292 eV.
The records above give, respectively, energy above the lowest of the compared OMol25 structures with the same formula, charge and spin values of 0.0, 51.8, 112.1, 321.4 kJ/mol.